C32H48N3O2PtSi4Te as an isolated structure, computed with ωB97M-V/def2-TZVPD.

Last column: Mulliken charge in e.
CARTESIAN COORDINATES (ANGSTROEM)
Pt1 -0.09550 -0.23533 0.84989  0.980
Te1 -1.46922 -0.31420 3.15924  -0.429
Si1 -0.99134 -1.32925 6.79888  0.488
Si2 -1.50585 -2.31426 4.69262  -0.037
Si3 -0.27335 -4.27937 4.25218  0.679
Si4 -3.84563 -2.71923 4.53562  0.107
O1 -4.02874 0.13947 -0.10312  -0.545
O2 2.04751 3.21769 1.27554  -0.657
N1 1.51334 0.97145 1.14984  0.455
N2 -0.93707 1.61945 0.41522  -0.141
N3 -1.89542 -0.73430 -0.30164  0.505
C1 -2.71771 -3.96583 -2.74764  -0.852
C2 1.43937 -3.92159 3.58207  -0.894
C3 2.87376 0.57325 1.29728  -1.007
C4 2.37661 -0.11264 3.67648  -0.373
C5 3.29961 0.00298 2.49972  1.085
C6 -2.87063 2.89460 0.11704  -0.744
C7 -2.13041 -1.73876 -1.16857  -0.155
C8 -0.18597 2.65294 0.74176  0.353
C9 -2.22305 1.67309 0.11993  0.645
C10 5.50584 -0.24483 1.55692  -0.893
C11 -1.53409 -3.01832 -0.87743  0.744
C12 -0.75647 3.91864 0.73356  -0.483
C13 -1.54542 0.46114 6.81277  -1.108
C14 1.26054 2.30952 1.09219  0.074
C15 -4.80201 -1.26928 5.23950  -1.010
C16 -0.15023 -5.06610 5.95427  -1.160
C17 -3.16643 -2.70755 -3.13176  -0.718
C18 -2.88003 -1.57992 -2.39353  1.006
C19 -1.21968 -5.46250 3.13940  -0.850
C20 3.31352 1.38265 -1.06468  -1.428
C21 3.75302 0.75354 0.22517  1.403
C22 -4.20353 -4.27756 5.51687  -0.957
C23 -2.84006 0.32384 -0.14224  -0.323
C24 -3.22850 -0.24343 -2.97849  -1.514
C25 4.62182 -0.40532 2.61201  -0.897
C26 -1.92967 -2.30773 8.09430  -1.047
C27 5.06921 0.33435 0.37717  -0.818
C28 -1.88127 -4.10568 -1.64482  -0.792
C29 -2.10581 4.02392 0.41873  -0.515
C30 0.85504 -1.44178 7.09646  -0.782
C31 -4.28182 -2.96179 2.72435  -0.694
C32 -0.58087 -3.18901 0.25895  -0.959
H1 -4.66694 -0.36887 4.63947  0.286
H2 1.23323 -2.45489 6.96369  0.221
H3 0.34115 -2.59913 0.10835  0.332
H4 -2.49480 0.52170 -2.71876  0.296
H5 2.91230 -0.50944 4.53768  0.431
H6 -1.69108 -3.37037 8.06656  0.320
H7 -3.72316 -2.60140 -4.05315  0.477
H8 2.29627 1.08748 -1.32793  0.174
H9 2.02483 -4.84360 3.58421  0.482
H10 -4.20676 0.10098 -2.64669  0.307
H11 -5.86874 -1.50018 5.25461  0.399
H12 -2.11509 -5.83943 3.63274  0.292
H13 -3.00785 -2.19741 7.97409  0.275
H14 -4.50211 -1.04093 6.26225  0.253
H15 -5.28052 -4.45259 5.54681  0.425
H16 -5.33432 -3.22860 2.61380  0.469
H17 -0.14717 4.77569 0.98215  0.570
H18 -3.68835 -3.75671 2.27001  0.168
H19 1.40173 -0.78696 6.41759  0.067
H20 -1.01937 -2.88124 1.21300  -0.217
H21 -1.66998 -1.93641 9.08732  0.439
H22 1.09021 -1.13398 8.11686  0.448
H23 3.33150 2.47124 -0.99104  0.264
H24 0.49438 -4.49140 6.61810  0.260
H25 -1.12330 -5.17343 6.43381  0.282
H26 -4.11722 -2.04653 2.15134  0.066
H27 1.96385 0.86432 3.94598  0.405
H28 -2.55795 0.58800 6.43096  0.289
H29 5.75624 0.46718 -0.44868  0.420
H30 -0.27854 -4.23218 0.33658  0.622
H31 -3.24509 -0.32546 -4.06425  0.521
H32 -3.92476 2.95634 -0.11153  0.577
H33 6.53401 -0.56305 1.65702  0.424
H34 1.41525 -3.54558 2.55963  0.180
H35 -0.58373 -6.32245 2.91621  0.406
H36 -1.47935 -5.07919 -1.39816  0.435
H37 -3.85363 -4.20008 6.54616  0.287
H38 -2.96827 -4.83204 -3.34389  0.401
H39 4.96064 -0.84121 3.54357  0.414
H40 -1.52677 0.84170 7.83610  0.394
H41 -3.73978 -5.15541 5.06734  0.266
H42 0.28017 -6.06503 5.85960  0.436
H43 -2.57791 4.99648 0.41749  0.472
H44 3.97365 1.08275 -1.87637  0.482
H45 -1.52657 -5.02018 2.19401  0.022
H46 1.96849 -3.18825 4.18975  0.215
H47 -0.88028 1.08746 6.21694  0.330
H48 1.52866 -0.77744 3.47773  -0.523

Summary:
- DFT total energy (eV) = -84575.2373
- expectation value of S² = 6.048
- charge = +1
- gap between HOMO and LUMO (spin up / spin down) (Ha) = 0.2514 / 0.1893
- HOMO energy (spin up / spin down) (eV) = -10.0 / -10.5
- energy relative to the best compared isomer or geometry (same formula, charge and spin) (kcal per mole) = 0.00
- E_LUMO (spin up / spin down) (eV) = -3.20 / -5.35
- spin multiplicity = 5